1.
Entry from OMol25: a 2-piece molecular cluster, C5H11NO overall (ωB97M-V/def2-TZVPD).

Computed properties:
**Energy relative to the best compared isomer or geometry (same formula, charge and spin)**: 5.304 eV
**E_tot**: -326.9364 Ha
**Highest occupied orbital energy**: -7.35 eV
**Molar mass**: 101.15 g/mol
**Orbital gap**: 8.23 eV
**2S+1**: 1

Geometry as XYZ:
```
18
Properties=species:S:1:pos:R:3:mulliken_charge:R:1
C -2.4361 1.0347 -0.2223 -0.7804
C -0.8337 -1.4134 0.6245 -0.6898
N 0.0290 -0.4471 0.5162 0.0027
C 0.4710 0.7789 0.7661 -0.4804
C 0.8661 0.1807 -0.5082 0.1000
C 2.2878 -0.2982 -0.7224 -0.7638
O 2.9821 -0.4745 0.4878 -0.5104
H -3.1332 0.5996 0.4968 0.2893
H -2.4299 0.4392 -1.1391 0.2414
H -2.6955 2.0713 -0.4363 0.3382
H -1.4673 -1.4667 1.5022 0.3430
H -1.0020 -2.0536 -0.2316 0.3003
H -1.4368 1.0620 0.2196 0.0046
H 0.9237 1.2562 1.6177 0.2522
H 0.3085 0.4216 -1.4260 0.4359
H 2.3374 -1.1898 -1.3644 0.2686
H 2.7938 0.5206 -1.2474 0.3404
H 2.4350 -1.0216 1.0669 0.3084
```

=====

2.
Entry from OMol25: a 2-piece molecular cluster, CH3FN2 overall at a distorted geometry (ωB97M-V/def2-TZVPD).

Computed properties:
**Energy relative to the best compared isomer or geometry (same formula, charge and spin)**: 5.655 eV
**E_tot**: -249.0589 Ha
**Highest occupied orbital energy (spin up / spin down)**: -9.61 / -9.58 eV
**Molar mass**: 62.05 g/mol
**Orbital gap (spin up / spin down)**: 9.54 / 9.54 eV
**2S+1**: 1

Geometry as XYZ:
```
7
Properties=species:S:1:pos:R:3:mulliken_charge:R:1
C 0.2925 0.1768 -0.3033 -0.3189
N -0.8560 -0.0404 0.1400 -0.3487
N -3.4074 0.5876 0.2798 0.0174
F -3.9345 -0.4865 -0.2296 -0.0396
H 0.2971 0.5672 -1.3082 0.2151
H 1.2085 0.1692 0.2141 0.2400
H -0.9658 -0.2737 1.1494 0.2347
```

=====

3.
Entry from OMol25: a 2-piece molecular cluster, C7H15BrSi overall at a distorted geometry (ωB97M-V/def2-TZVPD).

Computed properties:
**Energy relative to the best compared isomer or geometry (same formula, charge and spin)**: 1.706 eV
**E_tot**: -3139.1210 Ha
**Highest occupied orbital energy**: -7.45 eV
**Molar mass**: 207.19 g/mol
**Orbital gap**: 7.21 eV
**2S+1**: 1

Geometry as XYZ:
```
24
Properties=species:S:1:pos:R:3:mulliken_charge:R:1
C 2.9728 -1.0145 0.3709 -0.6853
C 2.2907 -0.6655 -0.6956 0.2270
C -0.0967 2.1969 0.0402 -0.7695
C -1.0882 -0.7572 1.9716 -1.0179
C 1.2479 -1.3825 -1.2764 -1.2404
C -0.8952 1.6989 -1.3104 -0.5453
C -2.0179 -0.5816 0.8132 -0.8285
Si -1.2869 -0.2135 -0.9380 0.4144
Br -2.9013 -1.0430 -2.1470 -0.3162
H 3.6686 -0.2030 0.8653 0.1870
H 3.0138 -2.0367 0.7496 0.2885
H 2.6177 0.2704 -1.1805 0.2707
H 0.5265 1.3359 0.2246 0.0922
H 0.3454 3.1761 0.0163 0.3925
H -0.8267 2.1829 0.9399 0.2075
H -1.6119 -1.1136 2.8178 0.4073
H -0.2644 -1.3641 1.6377 0.2356
H -0.6670 0.2464 2.2426 0.2155
H 1.1570 -2.4987 -1.1139 0.3209
H 1.0015 -1.1718 -2.2826 0.4712
H -0.1912 1.9679 -2.1257 0.3100
H -1.8918 2.1939 -1.4092 0.3713
H -2.5950 0.2232 1.0723 0.4593
H -2.5079 -1.4468 0.7175 0.5321
```